1.
4
Properties=species:S:1:pos:R:3 method="wB97M-V/def2-TZVPD" de_lowest_ev=0.094 lumo_ev=1.1 homo_lumo_gap_ev=14.34
C -1.50 -0.29 -1.52
C 1.46 0.77 0.56
O 1.77 0.06 1.36
O -1.72 -0.54 -0.40


2.
6
Properties=species:S:1:pos:R:3 method="wB97M-V/def2-TZVPD" de_lowest_ev=0.156 lumo_ev=0.5 smiles="O=C=S.O=C=S" homo_lumo_gap_ev=11.06
O 1.23 0.68 1.00
C 1.34 -0.27 0.41
S 1.25 -1.51 -0.50
O -1.10 0.65 -1.07
C -1.69 0.26 -0.19
S -2.70 -0.33 0.86


3.
6
Properties=species:S:1:pos:R:3 method="wB97M-V/def2-TZVPD" spin_multiplicity=3 de_lowest_ev=0.000 lumo_ev="-1.3 / -3.9" homo_lumo_gap_ev="6.81 / 7.15" s2=2.017
C -1.71 0.02 -0.01
C -0.51 -0.26 0.28
O 1.83 1.38 -0.01
O 2.02 -1.19 -0.08
O -2.88 0.02 -0.21
S 1.26 0.04 0.03


4.
4
Properties=species:S:1:pos:R:3 method="wB97M-V/def2-TZVPD" de_lowest_ev=0.000 lumo_ev="-1.3 / -1.3" smiles=P#CC#P homo_lumo_gap_ev="7.31 / 7.32"
P -1.88 0.98 0.43
C -0.47 0.36 0.09
C 0.68 -0.13 -0.18
P 1.32 -1.56 -0.21


5.
64
Properties=species:S:1:pos:R:3 method="wB97M-V/def2-TZVPD" de_lowest_ev=0.103 lumo_ev=0.2 homo_lumo_gap_ev=8.20
Pt -0.34 0.53 0.61
O 1.62 1.13 0.70
C 2.55 0.76 1.55
C 3.88 1.13 1.25
C 4.92 0.80 2.08
C 4.69 0.08 3.26
C 3.41 -0.31 3.55
C 2.32 0.01 2.72
C 0.99 -0.46 3.07
N -0.11 -0.46 2.33
C -1.13 -1.00 3.07
C -0.65 -1.35 4.28
N 0.68 -1.00 4.27
H 4.05 1.67 0.33
H 5.92 1.10 1.82
H 5.51 -0.18 3.91
H 3.25 -0.89 4.45
H -2.11 -1.11 2.66
H -1.12 -1.80 5.14
H 1.32 -1.10 5.04
F -4.04 -1.85 2.25
C -4.96 -2.29 1.37
C -5.23 -1.54 0.23
C -6.21 -2.05 -0.60
F -6.60 -1.38 -1.69
C -6.87 -3.24 -0.34
F -7.80 -3.70 -1.17
C -6.55 -3.96 0.80
F -7.18 -5.10 1.06
C -5.60 -3.47 1.67
F -5.31 -4.14 2.79
Ge -4.15 0.10 -0.07
S -2.09 -0.49 -0.50
C -4.71 1.19 1.48
C -3.92 1.84 2.41
F -2.58 1.79 2.32
C -4.44 2.55 3.47
F -3.63 3.15 4.35
C -5.81 2.65 3.62
F -6.33 3.35 4.63
C -6.64 2.04 2.70
F -7.97 2.14 2.82
C -6.08 1.33 1.66
F -6.93 0.79 0.76
C -4.81 1.02 -1.69
C -4.74 0.34 -2.89
F -4.26 -0.91 -2.92
C -5.14 0.90 -4.09
F -5.07 0.21 -5.23
C -5.61 2.20 -4.11
F -5.99 2.76 -5.25
C -5.66 2.93 -2.93
F -6.09 4.19 -2.94
C -5.26 2.33 -1.75
F -5.30 3.09 -0.64
I -2.36 5.87 -1.63
C -1.19 4.24 -1.19
C 0.19 4.16 -1.21
N 0.51 2.91 -0.87
N -0.58 2.17 -0.63
C -1.62 2.97 -0.81
H 0.95 4.90 -1.44
H 1.40 2.48 -0.64
H -2.62 2.60 -0.70


6.
62
Properties=species:S:1:pos:R:3 method="wB97M-V/def2-TZVPD" spin_multiplicity=5 de_lowest_ev=2.614 lumo_ev="-3.9 / -7.1" total_charge=+1 homo_lumo_gap_ev="5.99 / 2.90" s2=6.074
Pd -0.45 0.45 0.26
O -4.59 4.93 -2.95
C -4.71 4.62 -1.74
O -5.59 4.80 -0.87
C -3.60 3.75 -1.24
C -2.80 2.91 -2.06
C -1.91 2.10 -1.45
N -1.43 2.27 -0.22
C -2.16 3.06 0.60
C -3.42 3.53 0.15
C -1.67 3.45 1.94
C -2.53 3.37 3.08
C -2.01 3.72 4.31
C -0.77 4.30 4.35
C -0.02 4.39 3.23
N -0.38 3.83 2.10
C -1.18 1.12 -2.24
C -1.33 0.90 -3.64
C -0.38 0.14 -4.31
C 0.73 -0.30 -3.70
C 0.89 -0.12 -2.35
N -0.09 0.52 -1.68
H -2.86 2.96 -3.16
H -4.12 4.06 0.78
H -3.62 3.00 2.98
H -2.58 3.72 5.22
H -0.35 4.76 5.31
H 0.87 5.00 3.24
H -2.30 1.22 -4.14
H -0.58 -0.03 -5.42
H 1.48 -0.89 -4.33
H 1.79 -0.36 -1.81
Cl 2.51 -1.91 6.55
C 1.81 -0.93 5.29
C 2.53 -0.44 4.21
Cl 4.21 -0.38 4.42
C 1.88 0.06 3.10
Cl 2.64 0.48 1.62
C 0.46 0.33 3.21
O -0.32 0.78 2.28
C -0.28 -0.03 4.43
Cl -1.98 0.22 4.47
C 0.40 -0.59 5.45
Cl -0.25 -0.71 7.03
S -0.77 -5.78 -3.33
C -0.40 -4.32 -2.66
S -1.63 -3.16 -2.00
C -0.41 -2.57 -0.82
N 0.83 -2.93 -1.13
N 0.84 -3.90 -2.18
C 2.17 -4.26 -2.59
C 3.27 -3.70 -1.92
C 4.48 -4.37 -1.94
C 4.67 -5.44 -2.82
C 3.65 -5.88 -3.68
C 2.39 -5.22 -3.57
S -0.72 -1.75 0.63
H 3.19 -2.81 -1.36
H 5.24 -4.05 -1.23
H 5.74 -5.76 -2.98
H 3.84 -6.60 -4.43
H 1.63 -5.54 -4.30